{"formula": "C45H90O45", "method": "ωB97M-V/def2-TZVPD", "elements": ["C", "O", "C", "O", "O", "C", "H", "H", "H", "H", "H", "H", "C", "O", "C", "O", "O", "C", "H", "H", "H", "H", "H", "H", "C", "O", "C", "O", "O", "C", "H", "H", "H", "H", "H", "H", "C", "O", "C", "O", "O", "C", "H", "H", "H", "H", "H", "H", "C", "O", "C", "O", "O", "C", "H", "H", "H", "H", "H", "H", "C", "O", "C", "O", "O", "C", "H", "H", "H", "H", "H", "H", "C", "O", "C", "O", "O", "C", "H", "H", "H", "H", "H", "H", "C", "O", "C", "O", "O", "C", "H", "H", "H", "H", "H", "H", "C", "O", "C", "O", "O", "C", "H", "H", "H", "H", "H", "H", "C", "O", "C", "O", "O", "C", "H", "H", "H", "H", "H", "H", "C", "O", "C", "O", "O", "C", "H", "H", "H", "H", "H", "H", "C", "O", "C", "O", "O", "C", "H", "H", "H", "H", "H", "H", "C", "O", "C", "O", "O", "C", "H", "H", "H", "H", "H", "H", "C", "O", "C", "O", "O", "C", "H", "H", "H", "H", "H", "H", "C", "O", "C", "O", "O", "C", "H", "H", "H", "H", "H", "H"], "xyz": [[-4.478, -1.106, 2.977], [-5.092, -0.725, 1.730], [-6.405, -0.454, 1.801], [-7.071, -0.139, 2.750], [-6.882, -0.620, 0.554], [-8.277, -0.286, 0.492], [-4.769, -0.454, 3.785], [-3.462, -1.138, 2.718], [-4.719, -2.152, 3.165], [-8.585, -0.492, -0.559], [-8.407, 0.773, 0.623], [-8.846, -0.855, 1.192], [-2.183, -0.066, -4.125], [-3.402, -0.629, -3.576], [-3.844, -1.795, -4.059], [-3.484, -2.259, -5.091], [-4.809, -2.282, -3.308], [-5.385, -3.580, -3.779], [-1.382, -0.831, -3.970], [-1.911, 0.825, -3.556], [-2.316, 0.149, -5.216], [-4.961, -3.771, -4.789], [-6.435, -3.363, -3.685], [-5.094, -4.404, -3.110], [2.422, -5.236, 5.096], [2.305, -6.144, 4.038], [1.143, -6.379, 3.472], [0.058, -5.917, 3.758], [1.354, -7.097, 2.375], [0.138, -7.398, 1.610], [1.803, -5.564, 5.949], [1.996, -4.261, 4.748], [3.396, -5.124, 5.550], [0.566, -7.741, 0.639], [-0.397, -6.498, 1.432], [-0.521, -8.171, 2.129], [-0.435, -3.748, -3.805], [-1.715, -4.592, -3.638], [-1.419, -5.852, -3.684], [-0.307, -6.341, -3.750], [-2.578, -6.621, -3.762], [-2.305, -8.022, -4.142], [0.300, -4.225, -3.134], [-0.618, -2.709, -3.556], [-0.132, -3.917, -4.834], [-3.307, -8.456, -4.002], [-1.593, -8.612, -3.509], [-2.034, -8.038, -5.199], [4.329, 1.557, -2.391], [3.679, 1.864, -3.628], [3.270, 0.869, -4.417], [3.281, -0.334, -4.114], [2.875, 1.463, -5.542], [2.678, 0.550, -6.656], [4.972, 0.687, -2.554], [3.564, 1.261, -1.667], [4.869, 2.446, -2.071], [3.650, 0.037, -6.689], [2.582, 1.143, -7.543], [1.898, -0.071, -6.381], [-0.610, 3.569, -5.004], [0.077, 4.895, -4.892], [0.865, 5.012, -3.800], [1.300, 4.114, -3.126], [1.181, 6.309, -3.728], [1.945, 6.522, -2.563], [0.111, 2.842, -5.372], [-1.388, 3.707, -5.751], [-1.097, 3.257, -4.050], [2.204, 7.586, -2.562], [2.817, 5.790, -2.518], [1.485, 6.329, -1.604], [1.060, 7.206, 2.512], [1.346, 6.159, 1.507], [0.349, 5.320, 1.341], [-0.659, 5.184, 1.992], [0.670, 4.679, 0.254], [-0.349, 3.851, -0.415], [1.116, 6.777, 3.508], [0.072, 7.628, 2.232], [1.892, 7.885, 2.436], [0.170, 3.420, -1.266], [-1.162, 4.477, -0.746], [-0.619, 3.052, 0.254], [0.884, 3.536, 4.833], [0.196, 2.615, 5.709], [-0.557, 1.657, 5.111], [-1.122, 0.753, 5.689], [-0.564, 1.844, 3.745], [-1.614, 1.248, 2.961], [1.317, 3.126, 3.909], [1.686, 3.940, 5.449], [0.260, 4.400, 4.516], [-1.433, 0.155, 3.001], [-1.486, 1.602, 1.922], [-2.629, 1.501, 3.283], [-3.644, -6.053, 3.999], [-4.565, -5.230, 3.302], [-4.652, -5.419, 1.988], [-4.190, -6.355, 1.390], [-5.394, -4.481, 1.407], [-5.577, -4.608, -0.030], [-3.905, -7.074, 3.847], [-3.668, -5.724, 5.043], [-2.642, -5.879, 3.655], [-4.598, -4.516, -0.500], [-6.231, -3.761, -0.375], [-6.043, -5.618, -0.263], [5.535, 5.733, 2.469], [4.963, 4.508, 2.144], [3.802, 4.202, 2.638], [3.306, 4.689, 3.645], [3.220, 3.203, 1.995], [3.655, 2.941, 0.648], [6.178, 5.713, 3.416], [4.707, 6.468, 2.621], [6.167, 6.143, 1.676], [3.787, 3.817, 0.022], [2.862, 2.447, 0.163], [4.574, 2.358, 0.680], [7.366, 5.438, -2.238], [7.771, 5.179, -0.871], [7.521, 3.971, -0.397], [7.085, 3.061, -1.021], [7.807, 3.881, 0.910], [7.518, 2.554, 1.354], [8.231, 5.786, -2.809], [6.645, 6.308, -2.243], [6.887, 4.544, -2.608], [8.258, 1.786, 1.010], [6.533, 2.245, 1.217], [7.767, 2.649, 2.388], [0.962, 0.404, -1.567], [0.112, -0.690, -1.762], [-0.744, -0.956, -0.790], [-0.805, -0.393, 0.234], [-1.515, -1.984, -1.189], [-2.609, -2.389, -0.319], [1.271, 0.441, -0.545], [0.573, 1.406, -1.834], [1.824, 0.142, -2.177], [-2.261, -2.478, 0.711], [-2.898, -3.302, -0.747], [-3.385, -1.614, -0.273], [-0.669, -2.826, 5.330], [0.193, -2.537, 4.195], [-0.199, -3.021, 3.006], [-1.327, -3.284, 2.688], [0.949, -3.046, 2.338], [0.891, -3.551, 1.008], [-1.180, -3.698, 5.044], [-1.395, -2.058, 5.555], [-0.054, -2.992, 6.228], [0.904, -2.726, 0.311], [-0.053, -4.166, 0.916], [1.806, -4.192, 0.918], [2.162, 0.035, 3.281], [2.644, -0.216, 1.933], [3.875, -0.598, 1.825], [4.658, -0.981, 2.654], [4.176, -0.524, 0.492], [5.459, -0.940, 0.196], [1.180, -0.451, 3.409], [2.212, 1.145, 3.392], [2.940, -0.408, 3.975], [6.173, -0.681, 0.946], [5.688, -0.479, -0.771], [5.595, -2.066, 0.161], [-3.568, 1.265, -0.625], [-4.067, 2.470, -1.288], [-3.261, 3.118, -2.128], [-2.131, 2.766, -2.469], [-3.878, 4.149, -2.670], [-5.297, 4.216, -2.570], [-3.609, 1.259, 0.447], [-2.565, 1.175, -0.891], [-4.116, 0.467, -1.117], [-5.788, 3.464, -3.210], [-5.592, 5.247, -2.810], [-5.601, 4.070, -1.571]], "lowdin_charge": [0.000, -0.028, -0.604, 0.137, -0.013, -0.042, 0.101, 0.056, 0.099, 0.106, 0.090, 0.087, -0.005, -0.020, -0.659, 0.123, -0.004, 0.030, 0.083, 0.067, 0.112, 0.102, 0.084, 0.085, -0.037, 0.021, -0.617, 0.107, -0.004, -0.005, 0.102, 0.101, 0.094, 0.107, 0.057, 0.124, 0.067, 0.014, -0.624, 0.087, -0.045, -0.040, 0.099, 0.054, 0.100, 0.088, 0.103, 0.091, -0.020, -0.008, -0.589, 0.086, -0.011, 0.006, 0.096, 0.067, 0.082, 0.107, 0.092, 0.070, 0.008, -0.003, -0.595, 0.108, 0.023, -0.064, 0.081, 0.089, 0.064, 0.100, 0.116, 0.072, 0.012, -0.013, -0.680, 0.126, -0.007, 0.017, 0.086, 0.111, 0.082, 0.052, 0.099, 0.083, -0.051, 0.012, -0.540, 0.118, -0.080, -0.027, 0.067, 0.087, 0.098, 0.088, 0.075, 0.100, -0.027, 0.003, -0.625, 0.118, -0.013, -0.025, 0.088, 0.105, 0.071, 0.064, 0.107, 0.119, -0.043, -0.007, -0.611, 0.110, 0.025, -0.013, 0.129, 0.105, 0.090, 0.108, 0.070, 0.082, -0.008, 0.009, -0.634, 0.114, 0.016, -0.042, 0.095, 0.109, 0.079, 0.123, 0.049, 0.093, -0.021, 0.008, -0.660, 0.156, -0.014, 0.020, 0.080, 0.103, 0.079, 0.074, 0.067, 0.092, 0.000, -0.041, -0.629, 0.120, -0.008, 0.000, 0.059, 0.083, 0.105, 0.081, 0.110, 0.120, 0.031, 0.007, -0.619, 0.125, -0.026, -0.084, 0.086, 0.092, 0.118, 0.074, 0.087, 0.121, 0.033, -0.001, -0.565, 0.046, 0.029, -0.028, 0.089, 0.050, 0.100, 0.113, 0.105, 0.075], "lumo_energy_ev": 0.430, "e_tot_ev": -140259.3034, "max_force_ev_per_a": 3.275, "multiplicity": 1, "total_charge": 0, "relative_energy_kj_mol": 332.5, "e_homo_ev": -10.50}